Formula: C6H9NO3
Source: the OMol25 dataset
Level of theory: wB97M-V/def2-TZVPD

```
19
Properties=species:S:1:pos:R:3
N 0.47982 -1.38035 1.33780
C 0.34669 -0.41630 0.38168
C 1.38863 0.32642 -0.13793
C 1.02812 1.54644 -0.81325
O 1.81442 2.37815 -1.26709
C -0.49051 1.77404 -0.87525
C -1.09089 1.63393 0.53930
C -1.04738 0.14539 0.13868
O -1.11911 0.52389 -1.24886
H 0.06641 -1.23483 2.25072
H 1.34807 -1.90088 1.38345
H 2.43447 0.04652 -0.00448
H -0.76105 2.61559 -1.52310
H -0.49979 1.96209 1.40112
H -2.11739 2.01197 0.58901
H -1.84679 -0.53937 0.44668
H -0.10001 -3.17787 -0.04745
O -0.31382 -3.28942 -1.03833
H 0.48010 -3.02541 -1.51271
```

Values from the calculation:
- F_max (eV Å⁻¹) = 2.814
- E_HOMO (eV) = -9.08



Formula: C4H7O3S2
Source: the OMol25 dataset
Level of theory: wB97M-V/def2-TZVPD

```
16
Properties=species:S:1:pos:R:3
C 1.78559 -1.37191 0.06537
C 0.54528 -0.51393 -2.07416
C 0.33711 0.68892 1.56474
C 0.43093 -0.71279 -0.31871
O 1.55139 -2.56660 0.35119
O 2.85779 -0.71303 0.14228
O 0.07109 0.52581 0.18074
S -2.50946 -1.13376 0.03490
S -0.65086 -2.14712 0.23762
H 1.00456 -1.32511 -2.43382
H -0.47338 -0.33411 -2.37670
H 1.26376 0.27019 -2.32823
H -0.27018 -0.04804 2.26764
H -0.07051 1.56175 1.88212
H 1.44726 0.53917 1.59011
H -2.58966 -0.17244 1.14389
```

Values from the calculation:
- F_max (eV Å⁻¹) = 5.577
- E_HOMO (eV) = -4.70
- charge = -1



Formula: C2H2OS2
Source: the OMol25 dataset
Level of theory: wB97M-V/def2-TZVPD

```
7
Properties=species:S:1:pos:R:3
O 2.05679 0.18996 -0.25777
C 1.12235 -0.48338 0.03778
C -0.25922 -0.16834 0.44540
S -1.36450 -0.78088 1.38080
S -0.68661 1.25018 -0.99077
H 1.05010 -1.53677 -0.11385
H -1.91891 1.52924 -0.50159
```

Values from the calculation:
- F_max (eV Å⁻¹) = 4.679
- E_HOMO (eV) = -9.36
- SMILES = O=CC(=S)S



Formula: C4H7NO2
Source: the OMol25 dataset
Level of theory: wB97M-V/def2-TZVPD

```
14
Properties=species:S:1:pos:R:3
C 0.54070 -0.25047 2.22422
C 0.04123 -0.29420 1.00218
N 0.22415 -1.32430 0.05357
O 0.90327 -0.75509 -1.07420
C 0.17058 0.34175 -1.60900
C -1.04464 0.75777 -0.77733
O -0.74158 0.73304 0.59612
H 1.24271 -1.00243 2.54576
H 0.22186 0.58214 2.83866
H 0.93122 -1.96619 0.41037
H 0.88082 1.17129 -1.64604
H -0.14629 0.07589 -2.62076
H -1.91709 0.12702 -0.97091
H -1.30695 1.80377 -0.97264
```

Values from the calculation:
- F_max (eV Å⁻¹) = 0.409
- E_HOMO (eV) = -8.47
- SMILES = C=C1NOCCO1



Formula: C5H12NO2
Source: the OMol25 dataset
Level of theory: wB97M-V/def2-TZVPD

```
20
Properties=species:S:1:pos:R:3
O 1.90741 0.24637 -0.55944
C 1.50732 -0.16396 -1.62371
C 0.35885 -1.12967 -1.65546
C -0.34406 -1.57831 -0.37202
C -1.50899 -0.68572 0.05717
C -1.71594 1.52605 0.88698
N -1.00919 0.69565 0.23365
H 1.97542 -0.02182 -2.60984
H -0.35692 -0.97948 -2.48521
H 0.86617 -1.97365 -2.16389
H -0.62503 -2.61440 -0.56414
H 0.35517 -1.68505 0.45808
H -2.43920 -0.74237 -0.50948
H -1.76992 -1.10169 1.04179
H -1.48306 2.52593 1.18840
H -2.74015 1.19848 1.08139
H -0.03426 0.98578 0.09564
H 0.89145 1.73971 2.74964
H 1.14535 0.21572 2.72986
O 0.76419 0.92883 2.23904
```

Values from the calculation:
- F_max (eV Å⁻¹) = 1.945
- E_HOMO (eV) = -13.64
- charge = +1



Formula: C19H30F4GaN2O13
Source: the OMol25 dataset
Level of theory: wB97M-V/def2-TZVPD

```
69
Properties=species:S:1:pos:R:3
C -4.45659 1.13729 -4.98363
N -4.79127 0.00151 -4.04963
C -5.49835 -1.05214 -4.87351
C -5.58568 0.42535 -2.83925
O -6.37299 1.49631 -2.72238
C -5.51849 -0.60725 -1.52503
Ga -5.48004 0.45355 0.24966
C -3.59345 0.96456 0.92429
C -2.35129 0.24793 0.12970
C -1.32298 1.46042 -0.35329
N -0.06291 0.93237 -1.03849
H -5.01180 1.00109 -6.02107
H -3.29579 1.08478 -5.24578
H -4.69932 2.20993 -4.58856
H -5.92436 -1.96008 -4.23874
H -6.42596 -0.57085 -5.42399
H -4.74078 -1.41401 -5.72184
H -6.54385 -1.21402 -1.55718
H -4.64988 -1.41036 -1.63781
H -6.35781 1.82141 0.18828
H -6.20816 -0.46161 1.37857
H -3.48296 2.12341 0.80541
H -3.54356 0.65030 2.07175
H -1.73977 -0.39245 0.92665
H -2.66315 -0.47762 -0.73399
H -0.93231 2.01418 0.62935
H -1.90866 2.25667 -1.01914
H -0.37581 0.37286 -1.88177
H 0.42748 1.76684 -1.45557
C -2.03966 -3.97915 1.73470
C -1.12673 -4.13270 0.56651
O -2.00573 -4.36853 -0.50989
C -3.15791 -3.72292 -0.17470
O -4.05195 -3.46457 -0.96326
O -3.18650 -3.39278 1.15258
F -0.33325 -5.21730 0.71384
H -2.31269 -4.93803 2.18790
H -1.61885 -3.33226 2.50920
H -0.51513 -3.24897 0.35560
C 2.81521 -5.76355 1.59740
C 3.78977 -6.41684 2.51671
O 4.47849 -5.33035 3.09298
C 3.58295 -4.30338 3.09421
O 3.70989 -3.28540 3.75411
O 2.52005 -4.55645 2.27101
F 4.67793 -7.16549 1.82507
H 3.24537 -5.53584 0.61633
H 1.91238 -6.36331 1.45393
H 3.32780 -7.02006 3.30553
C 2.35533 1.73061 0.83261
C 2.97585 3.02652 0.43604
O 4.11701 3.11101 1.25914
C 4.48014 1.81912 1.49543
O 5.56751 1.48317 1.93432
O 3.47928 0.94399 1.17310
F 2.15954 4.06268 0.73213
H 1.70007 1.82410 1.70511
H 1.78955 1.27336 0.01639
H 3.27615 3.07704 -0.61600
C 6.08591 5.36915 1.18105
C 7.36978 5.50586 1.92583
O 7.84938 6.76976 1.52656
C 6.73370 7.49947 1.24470
O 6.72064 8.71396 1.13200
O 5.62828 6.70468 1.11117
F 8.25938 4.56817 1.52958
H 6.22387 4.97928 0.16697
H 5.36618 4.73506 1.70575
H 7.26151 5.48051 3.01539
```

Values from the calculation:
- F_max (eV Å⁻¹) = 7.475
- E_HOMO (eV) = -4.72
- charge = -1



Formula: C7H16N2
Source: the OMol25 dataset
Level of theory: wB97M-V/def2-TZVPD

```
25
Properties=species:S:1:pos:R:3
C 1.31204 -0.01907 -1.96800
C 1.35333 1.17236 -1.01629
C 0.95138 0.83564 0.40969
C 1.83093 -0.20315 1.07817
N 0.49869 1.99405 1.16098
C -0.47127 0.96931 0.82221
C -1.09101 0.11093 1.89524
H 1.91417 -0.84332 -1.59159
H 0.29103 -0.37065 -2.10954
H 1.70795 0.27703 -2.93727
H 0.69754 1.96420 -1.37985
H 2.36948 1.57709 -0.98678
H 2.85563 -0.10109 0.72861
H 1.47990 -1.21075 0.84891
H 1.83591 -0.08119 2.16173
H 0.77574 1.99367 2.13861
H -1.17621 1.29693 0.06206
H -0.41658 -0.02709 2.73279
H -2.01065 0.57565 2.26349
H -1.33613 -0.88687 1.50924
C -3.03422 -1.92286 -1.27667
N -1.84271 -1.58459 -1.46411
H -3.63005 -2.17991 -2.13988
H -3.54930 -1.99501 -0.31038
H -1.31549 -1.34127 -0.63145
```

Values from the calculation:
- F_max (eV Å⁻¹) = 0.913
- E_HOMO (eV) = -9.02
- SMILES = CC[C@@]1(C)N[C@@H]1C.C=N



Formula: C44H49InN5OP3
Source: the OMol25 dataset
Level of theory: wB97M-V/def2-TZVPD

```
103
Properties=species:S:1:pos:R:3
In 0.31590 0.43200 0.23990
C -5.70450 0.28740 3.37730
C -4.72100 0.56370 2.29670
C -4.83680 -0.08410 1.06120
C -3.97470 0.20680 0.03830
C -2.91380 1.13300 0.19050
N -2.09330 1.41770 -0.84840
C -2.61250 1.61510 -2.05900
C -3.97200 2.03730 -2.20630
C -4.51900 2.36940 -3.41120
C -3.75100 2.31050 -4.58200
C -4.31100 2.69430 -5.90030
C -2.41830 1.92600 -4.46860
C -1.83210 1.56520 -3.26400
N -0.51670 1.11590 -3.30410
C 0.10340 0.64860 -4.42340
C 1.42020 0.45130 -4.11270
C 1.51770 0.81120 -2.75960
N 0.35150 1.20320 -2.28940
C -2.74320 1.72270 1.47570
C -3.66420 1.44440 2.47910
N -1.75350 2.67160 1.71990
C -1.79110 3.67850 2.62970
C -0.58830 4.33220 2.56370
C 0.13520 3.64930 1.57370
N -0.58610 2.66910 1.07220
H -6.71310 0.50010 3.02450
H -5.50530 0.88230 4.26380
H -5.68320 -0.76850 3.64380
H -5.61970 -0.81100 0.92020
H -4.05970 -0.31110 -0.90640
H -4.55920 2.16700 -1.30940
H -5.54100 2.70990 -3.46670
H -5.38170 2.86430 -5.84400
H -4.10930 1.92770 -6.64750
H -3.83440 3.60820 -6.25640
H -1.82210 1.93440 -5.36760
H -0.42470 0.44560 -5.33190
H 2.19840 0.12100 -4.76880
H 2.38740 0.79970 -2.13040
H -3.55650 1.92090 3.44020
H -2.64340 3.88060 3.24450
H -0.27510 5.17760 3.13880
H 1.12610 3.84550 1.20560
C 2.17720 -2.86000 -3.56420
P 0.70570 -3.17460 -2.51480
C -0.39400 -3.97480 -3.76070
C 1.28370 -4.62630 -1.51680
C 2.35100 -4.09100 -0.58010
P 1.79660 -2.39830 -0.04980
C 0.33690 -2.87130 0.95650
C 3.07250 -1.99100 1.21460
H 2.52700 -3.79260 -4.00400
H 2.96920 -2.39630 -2.97810
H 1.89220 -2.17670 -4.36150
H 0.03070 -4.93140 -4.06220
H -0.47920 -3.33130 -4.63430
H -1.38450 -4.13840 -3.34060
H 1.65340 -5.41670 -2.17290
H 0.43480 -5.02440 -0.95560
H 3.31140 -4.01140 -1.09350
H 2.49000 -4.71970 0.30440
H 0.53920 -3.77410 1.53180
H -0.49880 -3.04620 0.27910
H 0.08020 -2.05340 1.62670
H 3.34850 -2.87840 1.78390
H 2.68900 -1.21670 1.87790
H 3.96170 -1.60880 0.71420
O 0.44000 -0.01540 2.88640
P 0.72070 0.11360 4.35490
C -0.65390 0.92700 5.22350
C -0.50920 2.06050 6.01030
C -1.58440 2.52140 6.75370
C -2.79160 1.84280 6.72550
C -2.94290 0.72060 5.92480
C -1.87900 0.27040 5.16500
C 2.27100 1.00680 4.66470
C 3.20490 0.54100 5.58180
C 4.39510 1.22400 5.75810
C 4.64740 2.37860 5.03460
C 3.70920 2.85230 4.13040
C 2.52780 2.16240 3.93630
C 0.89200 -1.48750 5.19650
C 1.34510 -2.58340 4.47570
C 1.54750 -3.79720 5.10580
C 1.30250 -3.92310 6.46260
C 0.85080 -2.82980 7.18640
C 0.64910 -1.61200 6.56050
H 0.44640 2.56200 6.05740
H -1.47520 3.39570 7.37620
H -3.61110 2.17840 7.34210
H -3.87800 0.18010 5.92310
H -1.97430 -0.60860 4.54010
H 3.01320 -0.35800 6.14970
H 5.12570 0.85280 6.46030
H 5.57680 2.90830 5.17160
H 3.90060 3.75780 3.57460
H 1.79630 2.50890 3.21730
H 1.53440 -2.46860 3.42110
H 1.90290 -4.64900 4.54500
H 1.46290 -4.86990 6.95700
H 0.65300 -2.93240 8.24200
H 0.30700 -0.75720 7.12660
```

Values from the calculation:
- F_max (eV Å⁻¹) = 1.677
- E_HOMO (spin up / spin down) (eV) = -11.98 / -12.71
- charge = +2



Formula: CH2FNO3
Source: the OMol25 dataset
Level of theory: wB97M-V/def2-TZVPD

```
8
Properties=species:S:1:pos:R:3
O -2.18478 0.61438 -0.67374
N -1.08892 1.06330 -0.89236
O -0.77907 1.82881 -1.73906
C -0.04274 0.67227 0.05979
O 1.39089 0.69122 -0.47920
F 2.02131 1.92328 -0.29237
H -0.05765 -0.41358 0.12076
H -0.25728 1.07477 0.95181
```

Values from the calculation:
- F_max (eV Å⁻¹) = 6.262
- E_HOMO (eV) = -11.75
- SMILES = O=[N+]([O-])COF



Formula: C26H27N4O2SSn
Source: the OMol25 dataset
Level of theory: wB97M-V/def2-TZVPD

```
61
Properties=species:S:1:pos:R:3
Sn 0.77715 1.21799 0.04625
C 0.78126 5.40101 1.87083
C 1.27820 3.99103 1.95309
C 2.43161 3.59310 1.26399
C 2.94282 2.30477 1.39281
C 2.28233 1.36131 2.19692
C 1.11733 1.74722 2.87510
C 0.63001 3.04415 2.75129
H 0.98526 5.84360 0.89716
H 1.29478 6.00891 2.61943
H -0.28574 5.46415 2.07359
H 2.95421 4.31705 0.65027
H 3.86100 2.03077 0.88508
H 2.70032 0.37160 2.33184
H 0.60776 1.04251 3.52045
H -0.26136 3.33237 3.29445
C -1.18886 0.95201 -4.55267
O -1.33366 0.20198 -3.32196
C -1.39895 -1.10014 -3.37897
C -1.17105 -1.86477 -4.52760
C -1.23830 -3.23431 -4.43987
C -1.54060 -3.92755 -3.23264
C -1.79265 -3.22128 -2.11019
C -1.74234 -1.78450 -2.14595
N -2.06451 -1.00813 -1.13137
N -2.58095 -1.46391 -0.07454
C -2.18806 -1.60598 1.13006
C -0.75019 -1.32495 1.47083
O -0.02502 -0.77611 0.59233
C -0.29592 -1.69251 2.74589
C -1.17679 -2.20565 3.66416
C -2.57503 -2.37787 3.43224
C -3.40780 -2.85752 4.44549
C -4.76492 -3.01543 4.20903
C -5.28888 -2.70289 2.96314
C -4.46829 -2.23558 1.93703
C -3.11580 -2.06703 2.16867
H -0.21658 0.75030 -5.00010
H -1.27652 1.99248 -4.26304
H -1.99062 0.69568 -5.24223
H -0.94338 -1.39526 -5.47225
H -1.05901 -3.81706 -5.33568
H -1.58978 -5.00704 -3.23804
H -2.06607 -3.71229 -1.18535
H 0.75195 -1.57175 2.98183
H -0.79918 -2.48861 4.64145
H -2.98832 -3.10457 5.41267
H -5.41232 -3.38283 4.99321
H -6.34818 -2.82400 2.78036
H -4.89380 -2.00417 0.96923
C 4.83615 2.45182 -2.76732
N 3.69629 1.64636 -2.32146
C 3.80539 0.54813 -1.59268
N 4.99996 0.14797 -1.18629
S 2.43127 -0.42647 -1.13961
H 4.46079 3.27999 -3.35905
H 5.50742 1.86149 -3.39273
H 5.37954 2.85435 -1.91215
H 2.79197 1.84445 -2.71145
H 5.85383 0.58624 -1.50054
H 5.08081 -0.68459 -0.62448
```

Values from the calculation:
- F_max (eV Å⁻¹) = 0.235
- E_HOMO (eV) = -16.77
- charge = +3



Formula: C30H31ClGdN6O11S
Source: the OMol25 dataset
Level of theory: wB97M-V/def2-TZVPD

```
81
Properties=species:S:1:pos:R:3
Gd 0.51652 1.76314 1.57775
O -0.10654 2.15778 3.98486
C -1.14242 1.81812 3.39222
O -1.52287 2.33731 2.30656
C -1.85054 0.55237 3.82642
C -2.77507 0.37135 4.79872
C -3.29726 -0.92491 5.02377
C -2.91541 -1.98302 4.21707
C -1.98323 -1.80626 3.20706
C -1.34339 -0.53412 3.00590
O -0.41619 -0.33113 2.18708
N -1.71027 -2.89816 2.34932
O -1.04632 -2.72355 1.34301
O -2.19923 -3.98587 2.63517
N -4.24755 -1.13399 6.04812
O -4.67956 -0.16661 6.65660
O -4.60212 -2.28070 6.27886
H -3.11813 1.19359 5.41001
H -3.35828 -2.95785 4.36543
C 2.35430 0.81590 -5.78912
C 2.34186 -0.30424 -4.74298
C 3.75924 -0.84007 -4.50577
C 1.47482 -1.44955 -5.27735
C 1.84057 0.25048 -3.42336
C 2.55308 1.23117 -2.74058
C 2.09828 1.68770 -1.51757
N 0.99681 1.23344 -0.92565
C 0.30258 0.28484 -1.56564
C 0.68394 -0.20221 -2.81331
C -0.94426 -0.18735 -0.94091
C -1.54336 -1.37501 -1.35312
C -2.81944 -1.71458 -0.92614
C -3.39481 -0.84812 0.00012
C -2.69693 0.27201 0.42569
N -1.50491 0.62450 -0.03928
C -3.53554 -2.94551 -1.45864
C -5.01397 -2.63663 -1.72674
C -2.90120 -3.41805 -2.77379
C -3.42699 -4.06184 -0.41639
H 2.71546 0.43602 -6.74309
H 2.99492 1.63375 -5.47571
H 1.34830 1.20699 -5.92703
H 4.13502 -1.34188 -5.39420
H 3.74597 -1.54808 -3.68134
H 4.44078 -0.03537 -4.25232
H 1.92055 -1.84017 -6.19159
H 0.46852 -1.10871 -5.51699
H 1.41736 -2.26550 -4.56013
H 3.46085 1.64240 -3.14888
H 2.65206 2.46015 -1.00035
H 0.06532 -0.92839 -3.30834
H -1.00237 -2.03801 -2.00177
H -4.37664 -1.03268 0.40622
H -3.12795 0.94181 1.16001
H -5.10832 -1.78213 -2.39281
H -5.54886 -2.42035 -0.80718
H -5.49058 -3.49608 -2.19507
H -2.84543 -2.59778 -3.48908
H -3.50257 -4.21222 -3.21230
H -1.90446 -3.81584 -2.60218
H -3.96834 -3.80221 0.48850
H -2.38721 -4.22409 -0.15285
H -3.84098 -4.98787 -0.80727
C 5.73191 5.34417 2.07798
C 4.34038 4.82783 2.29175
C 3.95144 4.25204 3.50538
C 2.71563 3.62675 3.53083
N 1.92248 3.59746 2.46912
C 2.33278 4.28963 1.36789
S 1.20784 4.31068 0.09406
N 3.51546 4.89749 1.26527
H 6.04899 5.98823 2.89641
H 5.78097 5.88751 1.13724
H 6.40689 4.48752 2.03872
H 4.60811 4.25086 4.36151
H 2.33840 3.11725 4.41174
O 2.02524 -0.41714 0.89094
Cl 2.81014 0.25872 1.86168
O 3.92628 -0.51868 2.22883
O 2.01434 0.57435 2.99703
O 3.23509 1.49720 1.27594
```

Values from the calculation:
- spin multiplicity = 8
- F_max (eV Å⁻¹) = 4.000
- expectation value of S² = 15.842
- E_HOMO (spin up / spin down) (eV) = -5.21 / -5.22
- charge = -1



Formula: C2H7N3
Source: the OMol25 dataset
Level of theory: wB97M-V/def2-TZVPD

```
12
Properties=species:S:1:pos:R:3
H 2.42448 -0.10805 -0.52787
N 2.19370 0.28239 0.49451
C 0.97261 0.50542 0.69215
N -0.13395 0.31576 -0.18151
C -1.40049 0.21518 0.20681
N 0.39016 -0.70076 -1.02472
H 0.83005 1.11469 1.65575
H -1.64791 -0.59752 0.86235
H -1.71764 0.95624 0.96419
H -2.16677 0.22157 -0.58764
H 0.15732 -0.61557 -1.90840
H 0.09842 -1.58935 -0.64565
```

Values from the calculation:
- F_max (eV Å⁻¹) = 6.816
- E_HOMO (eV) = -8.94
- SMILES = [H]/N=C\N(C)N



Formula: C3H3NO
Source: the OMol25 dataset
Level of theory: wB97M-V/def2-TZVPD

```
8
Properties=species:S:1:pos:R:3
C 0.36278 -1.49048 0.40811
C 0.23362 1.03527 -0.27762
C -1.13049 0.66711 0.33332
N -0.02633 -0.34671 0.32368
O 0.74871 -2.54837 0.56502
H 0.46104 0.90974 -1.27054
H 1.05635 1.56600 0.35268
H -1.70569 0.20745 -0.43463
```

Values from the calculation:
- F_max (eV Å⁻¹) = 3.827
- E_HOMO (eV) = -7.88